DFT (ωB97M-V/def2-TZVPD) results for a structure of composition C24H50BrClP2Si2Zr at a distorted geometry.

Structure (XYZ):
```
81
Properties=species:S:1:pos:R:3
Zr -0.082 0.031 0.001
C -0.639 1.227 2.314
C 0.038 0.003 2.573
C 1.378 0.110 2.040
Si -0.845 -1.441 3.438
C 1.489 1.394 1.398
C 0.215 2.065 1.542
Si -0.403 3.728 0.863
H -1.638 1.492 2.674
H 2.182 -0.614 2.171
H 2.391 1.816 0.956
Cl 1.591 -2.290 -4.100
C -1.972 4.212 1.746
C 0.938 4.992 1.101
C -2.403 -0.814 4.245
C 0.323 -2.181 4.680
H 1.401 4.845 2.086
H 0.483 5.991 1.080
H 1.720 4.948 0.335
H -2.776 3.486 1.562
H -2.296 5.196 1.382
H -1.798 4.282 2.828
H 0.881 -1.376 5.175
H 1.039 -2.885 4.241
H -0.267 -2.709 5.440
H -2.170 -0.013 4.961
H -2.878 -1.639 4.792
H -3.113 -0.428 3.502
C -0.809 3.464 -0.964
C -1.327 -2.679 2.091
P 0.140 2.106 -1.739
H -0.655 4.419 -1.495
H -1.879 3.210 -1.031
P -0.247 -2.632 0.603
H -2.353 -2.431 1.772
H -1.356 -3.683 2.549
C -0.942 -3.929 -0.520
C 1.341 -3.406 1.280
C 1.869 2.857 -1.850
C -0.430 2.022 -3.492
C -1.338 0.818 -3.738
H 0.497 1.877 -4.070
C -1.121 3.305 -3.963
H -2.024 3.511 -3.377
H -1.426 3.164 -5.006
H -0.479 4.189 -3.930
H -0.753 -0.104 -3.803
H -1.854 0.959 -4.695
H -2.102 0.714 -2.956
H 2.099 3.145 -0.812
C 1.912 4.106 -2.727
C 2.907 1.830 -2.311
H 1.264 4.915 -2.371
H 1.656 3.872 -3.768
H 2.941 4.488 -2.720
H 3.047 1.016 -1.588
H 3.872 2.340 -2.428
H 2.641 1.380 -3.277
H 1.596 -2.773 2.145
C 2.480 -3.334 0.265
C 1.149 -4.842 1.776
H 0.415 -4.938 2.587
H 2.112 -5.197 2.169
H 0.865 -5.512 0.953
H 2.839 -2.309 0.123
H 2.185 -3.723 -0.717
H 3.324 -3.930 0.633
C -1.736 -3.311 -1.673
C -1.796 -4.979 0.196
H -0.048 -4.413 -0.944
H -2.675 -4.525 0.666
H -1.254 -5.549 0.955
H -2.153 -5.694 -0.554
H -2.351 -2.460 -1.341
H -2.413 -4.071 -2.084
H -1.062 -2.988 -2.472
C 0.775 -0.886 -1.656
H -0.239 -1.220 -2.111
H 1.459 -1.748 -1.295
H 1.352 -0.100 -2.285
Br -2.705 0.229 -0.023
```

Results
Energy relative to the best compared isomer or geometry (same formula, charge and spin) ... 0.00 kcal per mole
Spin multiplicity ... 1
Electronic energy ... -5287.5550 a.u.

DFT (ωB97M-V/def2-TZVPD) results for an isolated molecule of C5H9N at a distorted geometry.

Structure (XYZ):
```
15
Properties=species:S:1:pos:R:3
C 0.293 -2.322 -0.832
C 0.712 -1.083 -0.675
C -0.041 0.127 -0.458
C -1.247 0.221 -1.014
N 0.549 1.142 0.313
C -0.033 1.655 1.541
H 1.094 -3.151 -0.829
H -0.723 -2.645 -1.039
H 1.778 -1.035 -0.637
H -1.591 1.182 -1.346
H -1.906 -0.666 -1.284
H 1.561 1.134 0.274
H -0.183 0.894 2.439
H 0.667 2.347 2.018
H -0.932 2.201 1.528
```

Results
Energy relative to the best compared isomer or geometry (same formula, charge and spin) ... 58.90 kcal per mole
Structure (SMILES) ... C=CC(=C)NC
Spin multiplicity ... 1
Electronic energy ... -250.5731 a.u.

DFT (ωB97M-V/def2-TZVPD) results for a cluster of 3 separate species, CH9N2O2 in total at a distorted geometry.

Structure (XYZ):
```
14
Properties=species:S:1:pos:R:3
N 1.509 0.230 -0.253
C 0.826 1.187 0.385
N -0.077 0.738 1.281
H 1.623 -0.673 0.130
H 2.101 0.501 -1.095
H 1.271 2.204 0.380
H -0.292 1.379 2.012
H -0.356 -0.161 1.256
H -1.588 1.085 -0.756
H -2.238 0.074 -1.615
O -2.444 0.811 -0.905
H 0.488 -2.897 -0.101
H -0.841 -2.360 -0.441
O 0.018 -2.117 -0.278
```

Results
Energy relative to the best compared isomer or geometry (same formula, charge and spin) ... 43.86 kcal per mole
Spin multiplicity ... 2
Electronic energy ... -302.6446 a.u.
Net charge ... +2

DFT (ωB97M-V/def2-TZVPD) results for an isolated molecule of C4H4ClF at a distorted geometry.

Structure (XYZ):
```
10
Properties=species:S:1:pos:R:3
C 0.624 0.151 -1.882
C 0.320 -0.288 -0.660
C -0.211 0.413 0.452
F 0.127 1.696 0.577
C -0.726 -0.422 1.843
Cl -1.538 0.378 3.043
H 1.216 -0.289 -2.676
H 0.666 1.267 -1.996
H 0.118 -1.327 -0.415
H -0.595 -1.579 1.714
```

Results
Energy relative to the best compared isomer or geometry (same formula, charge and spin) ... 66.79 kcal per mole
Structure (SMILES) ... C=C/C(F)=C/Cl
Spin multiplicity ... 1
Electronic energy ... -714.7214 a.u.

DFT (ωB97M-V/def2-TZVPD) results for an isolated molecule of CH3NO2 at a distorted geometry.

Structure (XYZ):
```
7
Properties=species:S:1:pos:R:3
C 1.173 -0.012 0.126
N 0.137 0.682 -0.166
O -1.036 0.126 0.583
O -1.569 -0.631 -0.570
H 2.144 0.407 -0.166
H 1.135 -1.011 0.583
H -1.984 0.440 -0.390
```

Results
Energy relative to the best compared isomer or geometry (same formula, charge and spin) ... 182.42 kcal per mole
Structure (SMILES) ... C=NOO
Spin multiplicity ... 1
Electronic energy ... -244.8884 a.u.

DFT (ωB97M-V/def2-TZVPD) results for a structure of composition C22H18F5N3STa at a distorted geometry.

Structure (XYZ):
```
50
Properties=species:S:1:pos:R:3
Ta -0.354 0.185 -0.436
C 4.821 0.525 -3.092
C 3.469 0.458 -3.406
C 2.526 0.377 -2.401
C 2.933 0.374 -1.060
C 4.301 0.440 -0.750
C 5.230 0.512 -1.766
N 1.963 0.321 -0.076
N 2.295 0.384 1.127
C 1.332 0.365 2.098
C 1.754 0.514 3.430
C 0.811 0.564 4.435
C -0.541 0.459 4.134
C -0.960 0.288 2.815
C -0.037 0.236 1.797
H 5.553 0.592 -3.883
H 3.155 0.479 -4.438
H 1.469 0.321 -2.649
H 4.604 0.435 0.285
H 6.281 0.568 -1.527
H 2.809 0.605 3.632
H 1.124 0.693 5.458
H -1.275 0.520 4.924
H -2.017 0.181 2.600
F -6.532 3.612 -0.270
C -5.235 3.345 -0.339
C -4.781 2.029 -0.361
F -5.617 0.997 -0.296
C -3.420 1.787 -0.456
F -2.978 0.475 -0.447
C -2.468 2.801 -0.556
S -0.777 2.540 -0.808
C -2.950 4.116 -0.495
F -2.076 5.118 -0.546
C -4.305 4.389 -0.388
F -4.718 5.648 -0.343
C 1.013 -3.522 -0.847
C -0.372 -2.987 -0.440
C -0.721 -3.413 0.998
C -1.453 -3.482 -1.419
N -0.334 -1.597 -0.476
H 1.009 -4.606 -0.829
H 1.764 -3.154 -0.153
H 1.265 -3.178 -1.847
H -0.744 -4.495 1.074
H -1.694 -3.011 1.269
H 0.024 -3.018 1.683
H -1.495 -4.566 -1.414
H -1.226 -3.136 -2.425
H -2.421 -3.085 -1.125
```

Results
Energy relative to the best compared isomer or geometry (same formula, charge and spin) ... 29.45 kcal per mole
Spin multiplicity ... 1
Electronic energy ... -1967.6390 a.u.
Net charge ... +1

DFT (ωB97M-V/def2-TZVPD) results for a cluster of 2 separate species, C7H14 in total.

Structure (XYZ):
```
21
Properties=species:S:1:pos:R:3
C 2.202 -0.965 1.066
C 0.908 -0.371 -1.088
C -0.047 0.579 -0.562
C 0.443 2.004 -0.368
C -1.338 0.392 -1.399
C -1.390 0.216 0.076
C -1.673 -1.133 0.695
H 2.317 -2.052 1.073
H 3.110 -0.492 1.445
H 1.349 -0.684 1.692
H 2.109 -0.598 0.010
H 0.503 -1.400 -1.018
H 1.048 2.321 -1.224
H 1.072 2.064 0.528
H -0.387 2.709 -0.240
H -1.719 1.302 -1.856
H -1.427 -0.492 -2.027
H -1.826 1.053 0.623
H -1.309 -1.177 1.728
H -1.194 -1.943 0.137
H -2.751 -1.333 0.709
```

Results
Energy relative to the best compared isomer or geometry (same formula, charge and spin) ... 107.20 kcal per mole
Spin multiplicity ... 1
Electronic energy ... -274.9454 a.u.

DFT (ωB97M-V/def2-TZVPD) results for a structure of composition C8H5I2NS at a distorted geometry.

Structure (XYZ):
```
17
Properties=species:S:1:pos:R:3
C 2.156 1.745 0.554
C -2.051 0.031 1.091
C -1.109 -1.009 1.422
C -1.841 0.659 -0.140
C -0.001 -1.099 0.599
C -0.791 0.487 -1.023
C 0.155 -0.444 -0.602
C 1.643 -0.404 -1.147
N 1.605 2.688 0.904
S 2.808 0.275 0.161
I 2.394 -2.441 -1.272
I 1.983 0.530 -2.975
H -2.895 0.309 1.660
H -1.239 -1.653 2.306
H -2.831 1.125 -0.580
H 0.854 -1.799 0.970
H -0.839 0.999 -1.929
```

Results
Energy relative to the best compared isomer or geometry (same formula, charge and spin) ... 0.00 kcal per mole
Spin multiplicity ... 1
Electronic energy ... -1356.1097 a.u.

DFT (ωB97M-V/def2-TZVPD) results for a cluster of 2 separate species, C27H25F3N3O5S in total at a distorted geometry.

Structure (XYZ):
```
64
Properties=species:S:1:pos:R:3
C -0.953 4.575 3.043
C -0.522 3.128 3.045
O 0.161 2.914 1.765
C 0.643 1.647 1.521
C 1.406 1.636 0.283
C 2.288 0.606 -0.015
C 3.369 0.748 -1.044
N 2.127 -0.535 0.697
N 2.208 -1.639 0.039
C 1.933 -2.767 0.849
N 1.799 -2.499 2.191
C 1.820 -3.458 3.203
C 2.196 -3.104 4.515
C 2.355 -4.090 5.491
C 2.087 -5.436 5.185
C 1.686 -5.783 3.890
C 1.542 -4.803 2.905
O 1.850 -3.856 0.279
O 0.446 0.722 2.310
H -1.631 4.755 3.885
H -0.080 5.234 3.157
H -1.468 4.844 2.109
H 0.160 2.939 3.890
H -1.393 2.457 3.119
H 1.408 2.544 -0.302
H 3.292 1.733 -1.522
H 4.382 0.679 -0.612
H 3.302 -0.034 -1.813
H 1.755 -1.498 2.406
H 2.396 -2.057 4.755
H 2.693 -3.828 6.494
H 2.191 -6.213 5.945
H 1.486 -6.816 3.615
H 1.256 -5.061 1.892
F 1.434 -2.242 -7.164
C 1.786 -2.350 -5.849
F 1.711 -3.673 -5.510
F 3.112 -2.005 -5.745
C 0.943 -1.499 -4.944
C 0.776 -1.879 -3.618
C 0.123 -1.042 -2.736
C -0.448 0.204 -3.147
C -1.089 1.028 -2.183
S -2.354 2.133 -2.601
C -3.399 2.346 -1.138
C -4.726 1.922 -1.224
C -5.631 2.264 -0.222
C -5.218 3.035 0.867
C -3.886 3.459 0.948
C -2.975 3.122 -0.057
O -1.860 3.463 -2.886
O -3.253 1.488 -3.530
C -0.321 0.517 -4.539
C 0.369 -0.312 -5.410
H 1.156 -2.842 -3.286
H 0.005 -1.341 -1.691
H -0.954 0.902 -1.116
H -5.071 1.369 -2.092
H -6.666 1.941 -0.321
H -5.932 3.315 1.644
H -3.559 4.083 1.778
H -1.954 3.497 -0.025
H -0.750 1.449 -4.914
H 0.442 -0.036 -6.456
```

Results
Spin multiplicity ... 1
Electronic energy ... -2282.1300 a.u.
Net charge ... -1

DFT (ωB97M-V/def2-TZVPD) results for an isolated molecule of C9H10O2S at a distorted geometry.

Structure (XYZ):
```
22
Properties=species:S:1:pos:R:3
C -1.099 2.207 -0.937
C -0.844 1.861 0.536
O -0.949 2.667 1.421
C -0.710 0.361 0.579
C -1.999 -0.247 0.379
C -2.022 -1.677 0.447
C -0.846 -2.340 0.646
C 0.412 -1.702 0.891
C 0.423 -0.296 0.928
S 1.966 0.412 1.207
C 2.810 -0.263 -0.235
O 2.331 0.217 -1.446
H -0.519 1.469 -1.478
H -0.601 3.148 -1.129
H -2.159 2.300 -1.315
H -2.869 0.303 -0.003
H -2.958 -2.192 0.055
H -0.863 -3.410 0.422
H 1.153 -2.529 1.028
H 3.929 0.061 -0.070
H 2.841 -1.437 -0.336
H 2.572 1.088 -1.590
```

Results
Energy relative to the best compared isomer or geometry (same formula, charge and spin) ... 15.55 kcal per mole
Structure (SMILES) ... CC(=O)c1ccccc1SCO
Spin multiplicity ... 1
Electronic energy ... -897.5446 a.u.

DFT (ωB97M-V/def2-TZVPD) results for a structure of composition C14H10F3MnN4O7.

Structure (XYZ):
```
39
Properties=species:S:1:pos:R:3
Mn 0.189 0.414 0.077
O -1.247 0.917 -6.762
C -0.322 0.211 -6.324
O 0.517 -0.502 -6.896
C -0.242 0.171 -4.771
C -1.150 0.869 -3.993
C -1.078 0.773 -2.615
N -0.172 0.020 -1.983
C 0.729 -0.642 -2.736
C 0.724 -0.587 -4.116
C 2.480 1.258 0.004
O 2.185 -0.075 0.120
O 1.411 2.007 0.214
H -1.905 1.464 -4.487
H -1.779 1.308 -1.983
H 1.451 -1.136 -4.698
F 0.771 -3.539 -1.377
C 1.348 -2.425 -0.880
F 0.431 -1.878 -0.041
F 2.390 -2.792 -0.154
C 1.750 -1.537 -2.091
O 2.806 -1.784 -2.598
O 3.595 1.660 -0.251
C -3.343 0.921 4.143
N -1.973 0.542 3.825
C -1.040 0.367 4.795
C 0.241 0.079 4.506
C 0.598 -0.024 3.117
N -0.335 0.125 2.172
C -1.622 0.449 2.473
O -2.458 0.661 1.611
N 1.844 -0.276 2.750
H -3.551 0.646 5.175
H -4.021 0.398 3.476
H -3.489 1.993 4.010
H -1.394 0.475 5.811
H 0.980 -0.055 5.279
H 2.554 -0.306 3.460
H 2.126 -0.167 1.737
```

Results
Energy relative to the best compared isomer or geometry (same formula, charge and spin) ... 35.69 kcal per mole
Spin multiplicity ... 6
Electronic energy ... -2736.0448 a.u.
Net charge ... -1

DFT (ωB97M-V/def2-TZVPD) results for a structure of composition C16H40I2N2O12P2S2Sb.

Structure (XYZ):
```
77
Properties=species:S:1:pos:R:3
C -2.310 1.273 2.816
C -2.042 2.181 1.621
O -1.572 1.417 0.491
P -0.384 2.177 -0.306
O -0.757 3.576 -0.591
C 1.118 2.076 0.645
C 2.376 2.003 -0.249
Sb 3.353 0.017 -0.302
C 5.304 1.025 -0.646
N 1.463 -0.890 -0.153
C 3.560 0.073 1.926
C 4.344 1.246 2.466
N 4.378 1.216 3.968
C 4.532 -1.879 -0.356
C 3.928 -3.261 -0.182
C 3.014 -3.498 1.010
I 2.991 -3.965 -1.999
P 3.248 -0.261 -2.917
O 1.700 -0.776 -3.248
I 3.278 2.017 -3.893
O -0.218 1.277 -1.586
C -1.417 0.985 -2.313
C -1.423 -0.468 -2.750
H -3.372 1.075 2.932
H -1.904 1.722 3.718
H -1.803 0.320 2.679
H -2.937 2.717 1.318
H -1.291 2.916 1.896
H 1.100 3.016 1.198
H 1.076 1.263 1.367
H 2.130 2.371 -1.241
H 3.101 2.692 0.182
H 6.096 0.476 -0.136
H 5.563 1.064 -1.703
H 5.258 2.043 -0.269
H 1.294 -1.652 -0.794
H 1.218 -1.160 0.790
H 4.078 -0.842 2.218
H 2.580 0.082 2.404
H 5.362 1.230 2.079
H 3.870 2.187 2.197
H 5.169 1.772 4.277
H 4.628 0.267 4.227
H 5.085 -1.874 -1.297
H 5.289 -1.770 0.427
H 4.743 -3.979 -0.096
H 3.066 -4.542 1.315
H 1.973 -3.279 0.801
H 3.324 -2.880 1.851
H 1.799 -1.497 -3.871
H -1.456 1.636 -3.187
H -2.294 1.218 -1.718
H -2.436 -0.847 -2.837
H -0.894 -0.586 -3.692
H -0.865 -1.060 -2.026
C -3.173 -2.192 1.658
C -2.382 -1.992 0.384
O -1.672 -3.241 0.220
S -2.548 -4.444 0.778
O -3.248 -5.078 -0.280
O -1.756 -5.204 1.675
O -3.595 -3.565 1.603
H -2.553 -2.055 2.547
H -4.045 -1.547 1.709
H -1.675 -1.167 0.433
H -3.047 -1.853 -0.470
C -7.176 2.291 -1.532
C -5.888 2.957 -1.979
O -4.869 2.060 -1.522
S -5.386 0.556 -1.603
O -4.947 -0.043 -2.807
O -5.154 -0.060 -0.347
O -6.944 0.893 -1.758
H -7.364 2.450 -0.469
H -8.038 2.603 -2.113
H -5.728 3.929 -1.525
H -5.828 3.039 -3.066
```

Results
Spin multiplicity ... 1
Electronic energy ... -3960.7916 a.u.
Net charge ... -1

DFT (ωB97M-V/def2-TZVPD) results for an isolated molecule of C3H3N3O2 at a distorted geometry.

Structure (XYZ):
```
11
Properties=species:S:1:pos:R:3
O -2.289 -0.954 0.145
C -2.255 0.232 0.025
N -1.084 0.899 -0.160
C 0.151 0.308 -0.109
N 0.407 -0.955 -0.112
N 1.809 -1.076 -0.050
C 2.291 0.124 0.077
O 1.285 1.055 0.134
H -3.209 0.874 0.000
H -1.154 1.931 -0.034
H 3.344 0.315 0.106
```

Results
Energy relative to the best compared isomer or geometry (same formula, charge and spin) ... 55.97 kcal per mole
Structure (SMILES) ... O=CNc1nnco1
Spin multiplicity ... 1
Electronic energy ... -430.8318 a.u.